{
  "formula": "C5H8O",
  "method": "ωB97M-V/def2-TZVPD",
  "symbols": ["C", "O", "C", "C", "C", "C", "H", "H", "H", "H", "H", "H", "H", "H"],
  "xyz": [[-1.0344, 0.9180, -1.8407], [-0.6995, -0.1417, -2.3095], [0.0320, 0.3726, 0.5900], [-0.5914, -0.9694, 0.7792], [0.7814, -0.7571, 1.3068], [1.3720, -0.0848, 0.1203], [-2.0164, 1.0687, -1.3500], [-0.3954, 1.8216, -1.8935], [-0.6546, -1.6303, -0.0852], [-1.4624, -0.9852, 1.4296], [1.0916, -0.6754, 2.3390], [-0.0186, 1.0840, 1.3940], [1.4165, -0.6973, -0.7803], [2.1678, 0.6504, 0.2115]],
  "forces_ev_per_angstrom": [[0.06, -0.28, -0.19], [-0.24, 0.51, -0.02], [0.22, -0.06, 0.56], [-0.14, -0.27, 0.07], [0.34, -0.57, 0.23], [0.29, -0.08, -0.08], [0.11, -0.12, -0.06], [0.00, -0.17, -0.03], [-0.20, 0.36, -0.12], [0.32, -0.29, 0.20], [-0.09, 0.07, -0.16], [-0.60, 0.93, -0.54], [-0.20, 0.36, -0.12], [0.13, -0.38, 0.26]],
  "gap_ev": 10.2,
  "e_homo_ev": -9.115,
  "spin_multiplicity": 1,
  "smiles": "C1[C@H]2C[C@@H]12.C=O",
  "e_lumo_ev": 1.0
}

---

{
  "formula": "C5H8O",
  "method": "ωB97M-V/def2-TZVPD",
  "symbols": ["C", "C", "C", "C", "C", "O", "H", "H", "H", "H", "H", "H", "H", "H"],
  "xyz": [[-0.0241, 2.6650, -0.4284], [-0.4168, 1.4512, -0.0215], [-0.7959, 0.1602, -0.4106], [-0.0583, -1.1019, -0.3653], [0.8708, -1.4436, 0.8024], [-0.9140, -2.2173, -0.5406], [-0.0251, 3.4606, 0.3064], [-0.9330, 1.5483, 0.9447], [0.2215, 2.9442, -1.4421], [0.5737, -0.9722, -1.2804], [0.2975, -1.4689, 1.7333], [1.2747, -2.4461, 0.6312], [1.6926, -0.7297, 0.8947], [-1.7634, -1.8499, -0.8236]],
  "forces_ev_per_angstrom": [[0.13, 0.05, -0.08], [-0.22, -0.10, -0.14], [0.00, 0.16, -0.10], [0.00, 0.40, 0.16], [0.05, 0.09, 0.06], [-0.16, 0.02, -0.13], [-0.12, -0.01, -0.17], [0.14, -0.57, 0.51], [0.27, -0.30, -0.05], [-0.10, 0.17, 0.04], [0.08, 0.03, -0.12], [-0.04, 0.21, 0.04], [-0.13, -0.04, -0.03], [0.10, -0.11, 0.00]],
  "gap_ev": 7.7,
  "e_homo_ev": -8.071,
  "spin_multiplicity": 1,
  "e_lumo_ev": -0.4
}

---

{
  "formula": "C5H8O",
  "method": "ωB97M-V/def2-TZVPD",
  "symbols": ["C", "C", "C", "C", "C", "O", "H", "H", "H", "H", "H", "H", "H", "H"],
  "xyz": [[-0.6464, -2.2119, 0.0068], [-0.1010, -1.3522, -1.1398], [-0.1594, 0.0823, -0.8340], [-0.0296, 1.2307, -0.4845], [0.2904, 2.5255, 0.1377], [0.4333, 2.4125, 1.5422], [-1.7366, -2.1649, 0.0756], [-0.3639, -3.2559, -0.1470], [-0.2300, -1.8853, 0.9646], [0.9545, -1.6036, -1.2991], [-0.6055, -1.5894, -2.0827], [-0.4318, 3.3125, -0.1204], [1.2642, 2.8532, -0.2375], [-0.2904, 1.8626, 1.8674]],
  "forces_ev_per_angstrom": [[-0.03, -0.10, 0.05], [0.06, -0.03, -0.05], [0.22, 0.50, 0.15], [-0.03, -0.52, -0.01], [0.08, 0.10, -0.34], [-0.16, -0.09, 0.21], [0.13, 0.09, -0.03], [-0.06, 0.06, 0.01], [-0.04, -0.05, -0.16], [-0.11, 0.05, 0.02], [-0.05, 0.12, 0.16], [-0.01, -0.25, -0.02], [-0.10, 0.02, 0.02], [0.11, 0.10, -0.02]],
  "gap_ev": 10.5,
  "e_homo_ev": -9.606,
  "spin_multiplicity": 1,
  "smiles": "CCC#CCO",
  "e_lumo_ev": 0.9
}

---

{
  "formula": "C5H8O",
  "method": "ωB97M-V/def2-TZVPD",
  "symbols": ["C", "C", "C", "C", "C", "O", "H", "H", "H", "H", "H", "H", "H", "H"],
  "xyz": [[1.1441, 1.2387, -2.0290], [0.2093, 0.8631, -0.9705], [0.4237, 0.1218, 0.1490], [-0.6513, -0.1195, 1.0619], [-0.7762, -1.3189, 1.7138], [-1.7827, -1.5218, 2.5577], [1.0360, 2.2523, -2.4279], [1.1036, 0.5710, -2.8945], [2.1870, 1.1202, -1.6900], [-0.7826, 1.3233, -1.0889], [1.3143, -0.4739, 0.3449], [-1.5245, 0.5102, 0.8896], [-0.0055, -2.0799, 1.7703], [-1.8951, -2.4867, 2.6136]],
  "forces_ev_per_angstrom": [[1.76, -0.38, -0.05], [-0.80, 1.64, -0.58], [-0.55, -1.55, 1.48], [0.13, 0.54, -2.42], [-0.09, 0.25, 2.29], [0.25, -0.34, -1.57], [-0.40, -0.17, 0.28], [-0.41, -0.13, -0.07], [-0.31, 0.09, -0.01], [0.23, -0.31, 0.27], [0.23, 0.39, -0.42], [-0.02, -0.12, 0.70], [0.16, -0.03, -0.61], [-0.17, 0.12, 0.71]],
  "gap_ev": [9.5, 8.4],
  "e_homo_ev": [-14.077, -15.808],
  "spin_multiplicity": 2,
  "total_charge": 1,
  "e_lumo_ev": [-4.6, -7.5]
}

---

{
  "formula": "C5H8O2",
  "method": "ωB97M-V/def2-TZVPD",
  "symbols": ["O", "C", "C", "C", "O", "C", "C", "H", "H", "H", "H", "H", "H", "H", "H"],
  "xyz": [[0.4510, -0.1826, 1.1392], [1.5790, 0.3320, 0.3983], [0.6895, 0.7268, -0.7859], [-0.4593, 0.1357, 0.0563], [0.1720, -2.8543, 0.3920], [-1.5296, 1.0410, 0.4685], [-2.4187, 1.7794, 0.8058], [0.3883, -2.0637, 0.9179], [2.3150, -0.4536, 0.1971], [2.0583, 1.1581, 0.9337], [0.8847, 0.1915, -1.7165], [0.6077, 1.7979, -0.9763], [-0.8739, -0.7918, -0.3534], [-0.6308, -3.1976, 0.8010], [-3.2065, 2.4327, 1.1113]],
  "forces_ev_per_angstrom": [[-0.02, -0.03, 0.11], [0.32, 0.09, -0.03], [0.02, 0.07, -0.13], [-0.21, 0.01, -0.09], [-0.10, -0.03, 0.17], [-0.40, 0.28, 0.13], [0.34, -0.26, -0.13], [-0.02, -0.08, -0.06], [-0.10, 0.10, 0.02], [-0.06, -0.12, -0.08], [-0.04, 0.09, 0.14], [0.01, -0.17, 0.04], [-0.02, 0.20, 0.02], [0.14, -0.05, -0.07], [0.14, -0.11, -0.06]],
  "gap_ev": 11.1,
  "e_homo_ev": -10.162,
  "spin_multiplicity": 1,
  "smiles": "C#C[C@H]1CCO1.O",
  "e_lumo_ev": 0.9
}

---

{
  "formula": "C5H8O2",
  "method": "ωB97M-V/def2-TZVPD",
  "symbols": ["C", "C", "O", "C", "C", "O", "C", "H", "H", "H", "H", "H", "H", "H", "H"],
  "xyz": [[-1.3529, -0.3217, 0.9573], [0.0325, -0.3129, 0.3378], [0.9226, -1.1935, 0.9976], [0.1715, -0.5661, -1.1944], [0.8433, 0.8002, -1.3127], [-0.0978, 1.7656, -0.8396], [0.6896, 1.0646, 0.1138], [-2.0743, 0.1797, 0.3077], [-1.6805, -1.3534, 1.1254], [-1.3509, 0.2068, 1.9187], [0.9133, -0.9713, 1.9383], [0.8402, -1.4101, -1.3778], [-0.7544, -0.6729, -1.7666], [1.5989, 1.1435, -2.0115], [1.2990, 1.6413, 0.8058]],
  "forces_ev_per_angstrom": [[-0.01, 0.00, 0.00], [-0.24, 0.12, -0.08], [0.04, 0.04, 0.26], [-0.05, -0.08, -0.09], [0.21, -0.07, -0.31], [-0.14, 0.04, -0.02], [0.15, 0.05, 0.30], [0.12, -0.03, 0.07], [0.03, 0.15, -0.07], [0.03, -0.12, -0.07], [0.04, -0.09, -0.11], [-0.07, 0.13, 0.03], [0.13, 0.01, 0.09], [-0.13, -0.05, 0.10], [-0.11, -0.09, -0.10]],
  "gap_ev": 10.7,
  "e_homo_ev": -9.793,
  "spin_multiplicity": 1,
  "smiles": "C[C@@]1(O)C[C@H]2O[C@H]21",
  "e_lumo_ev": 0.9
}

---

{
  "formula": "C5H8O2",
  "method": "ωB97M-V/def2-TZVPD",
  "symbols": ["C", "C", "O", "C", "O", "C", "C", "H", "H", "H", "H", "H", "H", "H", "H"],
  "xyz": [[-1.2193, 1.1101, -1.2937], [0.0453, 1.0532, -0.3548], [0.6350, 2.1116, -0.2062], [0.6476, -0.1587, 0.3657], [1.9697, 0.0885, 0.7618], [0.4208, -1.6094, 0.0742], [-0.1597, -1.0210, 1.3284], [-1.0865, 2.0813, -1.7868], [-1.2816, 0.3455, -2.0843], [-2.2140, 1.1594, -0.8115], [2.0483, 1.0432, 0.9124], [1.3158, -2.2232, 0.1828], [-0.2297, -1.8712, -0.7532], [-1.2319, -0.8614, 1.3941], [0.3400, -1.2478, 2.2711]],
  "forces_ev_per_angstrom": [[0.41, 0.09, 0.14], [-0.44, 0.33, -0.33], [-0.24, -0.78, 0.08], [0.21, 0.29, -0.01], [-0.19, 0.17, 0.04], [-0.07, 0.06, -0.31], [-0.15, 0.20, -0.02], [-0.08, -0.28, 0.06], [0.29, 0.01, 0.51], [0.69, -0.26, 0.26], [-0.09, -0.06, -0.09], [-0.29, 0.21, -0.09], [-0.04, -0.04, 0.17], [0.12, -0.08, -0.06], [-0.13, 0.15, -0.33]],
  "gap_ev": 10.6,
  "e_homo_ev": -9.654,
  "spin_multiplicity": 1,
  "smiles": "CC(=O)C1(O)CC1",
  "e_lumo_ev": 1.0
}

---

{
  "formula": "C5H8O2",
  "method": "ωB97M-V/def2-TZVPD",
  "symbols": ["C", "C", "O", "C", "C", "C", "O", "H", "H", "H", "H", "H", "H", "H", "H"],
  "xyz": [[1.9599, -1.1460, -0.5723], [0.8946, -0.1683, -0.1873], [0.7189, -0.0022, 1.1676], [-1.5100, 1.1201, 1.2169], [-1.9625, 0.9221, -0.0178], [0.0838, 0.0828, -1.2073], [-0.3326, 0.1623, -2.3052], [2.8330, -0.9840, 0.0628], [1.5667, -2.1566, -0.4074], [2.2335, -1.0361, -1.6232], [0.3522, -0.8405, 1.4911], [-1.6645, 0.3981, 2.0150], [-0.9089, 1.9861, 1.4770], [-2.4871, 0.0145, -0.3068], [-1.7769, 1.6476, -0.8030]],
  "forces_ev_per_angstrom": [[0.24, -0.23, -0.10], [-0.04, -0.24, -0.34], [-0.03, -0.20, -0.01], [-0.22, 0.05, -0.11], [-0.14, 0.14, 0.16], [0.00, 0.01, -0.58], [0.24, 0.17, 0.83], [0.03, -0.04, -0.16], [0.35, -0.09, -0.04], [0.09, -0.14, 0.11], [0.11, 0.25, 0.15], [-0.10, 0.14, -0.14], [-0.24, -0.03, -0.04], [-0.09, 0.21, 0.11], [-0.20, 0.00, 0.15]],
  "gap_ev": 9.0,
  "e_homo_ev": -8.386,
  "spin_multiplicity": 1,
  "smiles": "CC(O)=C=O.C=C",
  "e_lumo_ev": 0.6
}

---

{
  "formula": "C5H8O2",
  "method": "ωB97M-V/def2-TZVPD",
  "symbols": ["O", "C", "C", "C", "C", "C", "O", "H", "H", "H", "H", "H", "H", "H", "H"],
  "xyz": [[2.4409, 0.5129, 0.6075], [1.7775, -0.4126, -0.2327], [0.2899, -0.5049, 0.0586], [-0.5151, 0.7607, -0.2142], [-1.9799, 0.4665, 0.0217], [-2.3936, -0.7231, 0.4052], [-2.7620, -1.7838, 0.7362], [2.2448, 1.4037, 0.2975], [2.2576, -1.3760, -0.0321], [1.9289, -0.1788, -1.2979], [0.1700, -0.7912, 1.1114], [-0.2037, 1.5953, 0.4279], [-0.3427, 1.0680, -1.2566], [-0.1691, -1.2679, -0.5878], [-2.7434, 1.2312, -0.0447]],
  "forces_ev_per_angstrom": [[0.05, 0.32, -0.05], [-0.11, -0.25, -0.22], [0.00, -0.01, 0.03], [0.08, 0.01, -0.01], [-0.16, -0.04, 0.13], [-0.29, -0.58, 0.16], [0.28, 0.94, -0.28], [0.03, -0.07, 0.09], [-0.13, 0.10, -0.10], [0.09, 0.03, 0.15], [-0.08, -0.08, -0.19], [-0.01, -0.17, -0.07], [-0.13, 0.02, 0.16], [0.35, -0.18, 0.25], [0.02, -0.04, -0.04]],
  "gap_ev": 9.7,
  "e_homo_ev": -8.943,
  "spin_multiplicity": 1,
  "smiles": "O=C=CCCCO",
  "e_lumo_ev": 0.7
}

---

{
  "formula": "C5H8O2",
  "method": "ωB97M-V/def2-TZVPD",
  "symbols": ["O", "C", "C", "C", "C", "C", "O", "H", "H", "H", "H", "H", "H", "H", "H"],
  "xyz": [[-1.2349, -2.2753, -0.4134], [-1.2624, -1.1185, 0.4317], [0.0294, -0.2971, 0.2962], [0.1708, 0.6081, -0.8724], [1.2750, 1.5340, -0.5145], [0.6166, 1.4012, 1.2171], [0.2459, 2.0921, 2.1015], [-2.0106, -2.8164, -0.1942], [-1.3719, -1.4319, 1.4756], [-2.1302, -0.4948, 0.1675], [0.9065, -0.9251, 0.4760], [0.6524, 0.2531, -1.7880], [-0.7760, 1.1149, -1.1008], [1.3534, 2.3900, -1.2230], [2.2381, 1.0019, -0.5051]],
  "forces_ev_per_angstrom": [[0.04, 0.09, 0.11], [0.12, 0.66, 0.54], [0.22, 0.57, 0.58], [0.34, -0.13, -0.89], [-0.18, 0.58, 1.72], [-1.06, -0.08, -1.40], [0.96, -1.32, -1.58], [0.38, 0.27, -0.10], [-0.02, 0.06, -0.02], [0.19, -0.02, 0.09], [-0.08, 0.10, -0.07], [-0.87, -1.03, -0.41], [0.29, -0.04, -0.02], [-0.02, 0.08, 1.20], [-0.32, 0.19, 0.26]],
  "gap_ev": 9.5,
  "e_homo_ev": -8.769,
  "spin_multiplicity": 1,
  "e_lumo_ev": 0.7
}

---

{
  "formula": "C5H8O2",
  "method": "ωB97M-V/def2-TZVPD",
  "symbols": ["O", "C", "C", "C", "O", "C", "C", "H", "H", "H", "H", "H", "H", "H", "H"],
  "xyz": [[0.0056, -1.2593, -1.4555], [-0.1780, -0.6030, -0.2358], [1.0204, -0.7000, 0.6793], [1.3396, 0.7546, 0.6578], [1.6093, 1.3895, -0.4543], [-1.5874, -0.3564, 0.2305], [-0.7766, 0.7920, -0.2806], [-0.3906, -0.6941, -2.1349], [0.7728, -1.0354, 1.6905], [1.8156, -1.3292, 0.2676], [1.5218, 1.3226, 1.5730], [-1.8636, -0.4024, 1.2847], [-2.3202, -0.8201, -0.4304], [0.7606, 1.2674, -1.0446], [-0.5283, 1.6018, 0.4148]],
  "forces_ev_per_angstrom": [[-0.11, 0.07, -0.20], [0.03, 0.03, 0.16], [-0.04, 0.06, 0.00], [0.05, 0.03, 0.04], [-0.11, -0.11, 0.06], [-0.11, -0.15, 0.09], [-0.08, 0.04, 0.16], [0.07, -0.11, 0.06], [0.02, 0.05, -0.15], [-0.09, 0.09, 0.04], [-0.07, -0.06, -0.11], [0.10, 0.03, -0.16], [0.14, 0.09, 0.08], [0.20, 0.02, 0.02], [0.01, -0.08, -0.07]],
  "gap_ev": [7.7, 7.7],
  "e_homo_ev": [-7.964, -7.945],
  "spin_multiplicity": 1,
  "e_lumo_ev": [-0.2, -0.2]
}

---

{
  "formula": "C5H8O2",
  "method": "ωB97M-V/def2-TZVPD",
  "symbols": ["C", "C", "C", "C", "O", "C", "O", "H", "H", "H", "H", "H", "H", "H", "H"],
  "xyz": [[0.3192, -1.7207, -1.3314], [0.6806, -0.5107, -0.4517], [-0.4858, 0.3093, 0.1908], [-0.0515, 0.7257, 1.5828], [1.0567, 1.1681, 1.7762], [-0.9742, 1.7812, -0.0786], [-2.1387, 2.0648, 0.0726], [-0.2761, -2.4735, -0.7973], [1.2480, -2.2251, -1.6300], [-0.2144, -1.4608, -2.2495], [1.3886, 0.1367, -0.9752], [1.2530, -0.9154, 0.3941], [-1.4179, -0.2642, 0.2020], [-0.8460, 0.7536, 2.3484], [-0.2152, 2.5940, -0.1181]],
  "forces_ev_per_angstrom": [[-0.09, 0.11, -0.04], [0.08, 0.21, -0.02], [-0.09, 0.04, 0.05], [0.33, 0.08, 0.35], [-0.48, -0.35, 0.24], [-0.26, -0.16, -0.16], [0.60, -0.25, -0.34], [0.04, 0.30, -0.01], [-0.19, 0.17, 0.06], [0.00, 0.09, 0.12], [-0.17, 0.04, -0.02], [-0.07, 0.21, -0.18], [0.15, 0.02, 0.20], [0.12, -0.07, 0.18], [0.03, -0.43, -0.43]],
  "gap_ev": 10.0,
  "e_homo_ev": -9.921,
  "spin_multiplicity": 1,
  "smiles": "CCC(C=O)C=O",
  "e_lumo_ev": 0.0
}

---

Repeat the first record exactly.
{
  "formula": "C5H8O",
  "method": "ωB97M-V/def2-TZVPD",
  "symbols": ["C", "O", "C", "C", "C", "C", "H", "H", "H", "H", "H", "H", "H", "H"],
  "xyz": [[-1.0344, 0.9180, -1.8407], [-0.6995, -0.1417, -2.3095], [0.0320, 0.3726, 0.5900], [-0.5914, -0.9694, 0.7792], [0.7814, -0.7571, 1.3068], [1.3720, -0.0848, 0.1203], [-2.0164, 1.0687, -1.3500], [-0.3954, 1.8216, -1.8935], [-0.6546, -1.6303, -0.0852], [-1.4624, -0.9852, 1.4296], [1.0916, -0.6754, 2.3390], [-0.0186, 1.0840, 1.3940], [1.4165, -0.6973, -0.7803], [2.1678, 0.6504, 0.2115]],
  "forces_ev_per_angstrom": [[0.06, -0.28, -0.19], [-0.24, 0.51, -0.02], [0.22, -0.06, 0.56], [-0.14, -0.27, 0.07], [0.34, -0.57, 0.23], [0.29, -0.08, -0.08], [0.11, -0.12, -0.06], [0.00, -0.17, -0.03], [-0.20, 0.36, -0.12], [0.32, -0.29, 0.20], [-0.09, 0.07, -0.16], [-0.60, 0.93, -0.54], [-0.20, 0.36, -0.12], [0.13, -0.38, 0.26]],
  "gap_ev": 10.2,
  "e_homo_ev": -9.115,
  "spin_multiplicity": 1,
  "smiles": "C1[C@H]2C[C@@H]12.C=O",
  "e_lumo_ev": 1.0
}